Entry from the Open Molecules 2025 dataset: C28H49N2OP3RuSe as an isolated structure (ωB97M-V/def2-TZVPD).

As for the net charge: +3. The calculation puts the HOMO energy (alpha / beta) at -14.19 / -15.78 eV. Its spin multiplicity is 6. The expectation value of S² is 8.813. Its HOMO-LUMO gap (alpha / beta) is 6.8 / 4.5 eV.

Last column: Mulliken spin population.
Cartesian coordinates (Å):
Ru  0.2592  0.4500  -0.7955  2.633
P  0.6502  2.1439  0.5840  0.040
P  -1.9837  0.7596  -0.7968  -0.051
P  2.4662  0.1450  -0.9740  -0.113
H  -1.2034  -3.1753  -6.7601  0.000
C  -0.4893  -3.8951  -6.3456  0.001
C  -0.3074  -4.0133  -5.0131  -0.001
H  -0.9226  -3.4574  -4.2748  0.000
C  0.7785  3.8279  -0.1362  0.042
C  -0.6464  2.4351  1.8323  0.002
C  2.0861  2.1477  1.7304  0.010
C  -2.6676  -0.2550  -2.1441  0.076
C  -2.9040  0.1912  0.6640  0.006
C  -2.6745  2.4431  -1.0817  0.012
C  2.8714  -0.9128  -2.4094  0.064
C  3.3663  -0.7159  0.3453  0.004
C  3.4648  1.6487  -1.4072  0.006
H  -0.0256  -4.5795  -7.0832  0.000
H  0.4149  -4.7630  -4.6545  0.000
H  0.9027  4.5634  0.6699  0.005
H  -0.1428  4.0519  -0.6858  -0.003
H  1.6370  3.8806  -0.8135  -0.002
H  -0.3396  3.2881  2.4486  -0.002
H  -0.7333  1.5477  2.4659  -0.002
H  -1.6092  2.6582  1.3684  0.002
H  1.9870  3.0058  2.4064  0.000
H  3.0412  2.2397  1.2116  0.003
H  2.0949  1.2367  2.3374  -0.009
H  -3.7626  -0.1733  -2.2024  0.008
H  -2.3813  -1.2978  -1.9516  -0.007
H  -2.2222  0.0741  -3.0901  -0.016
H  -3.8104  0.7875  0.8340  -0.001
H  -2.2806  0.2525  1.5591  -0.003
H  -3.1819  -0.8612  0.5580  0.009
H  -3.7673  2.4739  -0.9472  0.000
H  -2.4236  2.7159  -2.1152  0.000
H  -2.2252  3.1872  -0.4135  -0.001
H  3.9562  -1.0870  -2.4610  0.009
H  2.5294  -0.4263  -3.3287  -0.028
H  2.3554  -1.8741  -2.3013  -0.017
H  4.2705  -1.1688  -0.0867  -0.004
H  2.7376  -1.5171  0.7618  -0.001
H  3.6575  -0.0414  1.1587  0.002
H  4.5107  1.3581  -1.5802  0.001
H  3.4352  2.4071  -0.6190  -0.003
H  3.0562  2.0893  -2.3290  0.004
C  0.3491  1.3833  -4.6374  0.073
C  0.0436  0.0308  -4.7841  0.066
C  0.4707  -0.6203  -5.9341  0.015
C  1.0558  0.0989  -6.9743  0.160
C  1.1875  1.4945  -6.8853  -0.023
C  0.8008  2.1499  -5.7205  0.106
Se  0.2445  2.2584  -2.9022  0.678
H  0.8812  0.8629  -2.4222  0.111
H  -0.4953  -0.5140  -4.0128  0.008
H  0.3312  -1.6955  -6.0038  0.012
H  1.3732  -0.4514  -7.8602  0.001
H  1.5999  2.0614  -7.7136  0.002
H  0.8454  3.2281  -5.6002  -0.007
C  -0.4413  -1.6039  6.3234  -0.010
N  0.2541  -1.3465  5.0823  0.332
N  -0.3931  -1.2573  3.9026  0.133
C  0.5597  -1.1283  2.8875  0.038
O  0.2776  -0.9820  1.6730  0.458
C  1.8383  -1.1391  3.5641  0.156
C  1.5950  -1.2675  4.9093  -0.060
C  2.5101  -1.2871  6.0850  0.009
C  -1.8292  -1.2359  3.7896  0.010
C  -2.6073  -0.2845  4.4616  0.012
C  -4.0000  -0.3492  4.3946  -0.006
C  -4.6303  -1.3493  3.6530  0.015
C  -3.8466  -2.2916  2.9745  -0.003
C  -2.4566  -2.2290  3.0287  0.018
H  0.0308  -2.4270  6.8758  0.014
H  -1.4837  -1.8480  6.1289  0.007
H  -0.4221  -0.7066  6.9503  0.019
H  2.7986  -1.0070  3.0827  0.001
H  2.2571  -0.5316  6.8458  -0.005
H  2.5303  -2.2743  6.5704  -0.007
H  3.5349  -1.0653  5.7680  -0.001
H  -2.1126  0.5126  5.0142  -0.003
H  -4.5983  0.3971  4.9130  0.000
H  -5.7225  -1.3965  3.6018  0.000
H  -4.3241  -3.0625  2.3701  0.000
H  -1.8307  -2.9218  2.4660  -0.004